DFT (wB97M-V/def2-TZVPD) results for 2 unconnected molecules or ions with the total composition H3O6 at a distorted geometry.

Its frontier orbital gap (alpha / beta) is 0.3362 / 0.2781 hartree. For the HOMO energy (alpha / beta), the calculation gives -0.6171 / -0.5867 hartree. As for the multiplicity: 1. Its total charge is +1. The value obtained for the LUMO energy (alpha / beta) is -7.64 / -8.40 eV. The calculation puts the energy above the lowest of the compared OMol25 structures with the same formula, charge and spin at 9.18 kcal/mol.

Bonds (Å) are listed after each position.
Element x y z (Å)
1 O 0.843 -0.164 2.214  O4 1.432, H7 0.939
2 O -0.393 -0.978 -0.423  O6 1.389, H8 1.001
3 O -0.466 0.751 -2.032  O6 1.370, H9 0.961
4 O -0.289 0.294 1.466  O1 1.432, O5 1.201
5 O 0.000 1.051 0.579  O4 1.201
6 O 0.248 0.059 -1.090  O2 1.389, O3 1.370
7 H 0.536 -0.724 2.903  O1 0.939
8 H -0.737 -1.528 -1.185  O2 1.001
9 H 0.257 1.240 -2.433  O3 0.961

Need the Mulliken charges? In units of e they are: -0.194, -0.205, -0.167, 0.295, 0.033, 0.074, 0.381, 0.382, 0.401